ORCA calculation (wB97M-V/def2-TZVPD) on an isolated molecule of CH5ClN2O in a non-equilibrium geometry.

XYZ file:
```
10
Properties=species:S:1:pos:R:3:forces:R:3
C -1.333 -0.629 0.074 -2.6 0.5 0.8
N 0.795 1.325 -0.100 2.5 -0.2 3.5
N 0.844 -0.066 0.602 0.0 2.3 -0.2
O 0.012 -0.785 -0.231 -0.1 -1.1 -0.6
Cl 2.355 -0.871 0.266 0.6 0.2 0.1
H -1.866 -0.843 -0.861 0.2 0.4 0.0
H -1.551 0.427 0.404 0.1 -1.1 -0.3
H -1.840 -1.366 0.790 1.4 0.8 -0.4
H 1.760 1.817 0.064 -2.3 -1.3 -0.1
H 0.825 0.992 -1.007 0.1 -0.4 -2.8
```
Forces are in eV/Å.

Values from the calculation:
LUMO	0.031	hartree
structure (SMILES)	CON(N)Cl
energy relative to the best compared isomer or geometry (same formula, charge and spin)	2.819	eV
DFT total energy	-18663.926	eV

=====

ORCA calculation (wB97M-V/def2-TZVPD) on a cluster of 3 separate species, CH5ClN2O in total in a non-equilibrium geometry.

XYZ file:
```
10
Properties=species:S:1:pos:R:3:forces:R:3
C -0.189 -1.444 0.220 -0.5 -1.6 0.2
N 1.484 0.796 -0.422 1.5 2.9 0.8
N 1.979 1.637 0.407 0.8 -2.2 -3.3
O -0.339 -1.598 1.417 -0.3 0.5 -1.7
Cl -3.777 0.614 -0.372 0.4 -0.1 0.0
H -0.938 -1.711 -0.617 0.1 0.5 1.4
H 0.764 -1.204 -0.229 0.5 0.2 0.2
H 2.281 0.440 -1.072 -0.9 0.3 1.8
H 1.280 2.207 0.852 -1.3 -0.5 0.6
H -2.546 0.263 -0.184 -0.4 0.1 0.0
```
Forces are in eV/Å.

Values from the calculation:
LUMO	-0.001	hartree
structure (SMILES)	[H]/N=N/[H].C=O.Cl
energy relative to the best compared isomer or geometry (same formula, charge and spin)	1.609	eV
DFT total energy	-18665.136	eV

=====

ORCA calculation (wB97M-V/def2-TZVPD) on a structure of composition CH5ClNOS2 in a non-equilibrium geometry.

XYZ file:
```
11
Properties=species:S:1:pos:R:3:forces:R:3
C 0.314 0.777 -0.120 2.4 -1.8 -1.8
N -0.053 -0.055 1.064 -0.8 2.3 1.1
O -0.762 0.950 -0.824 -1.6 0.8 -3.1
S 1.727 -0.665 -1.324 -3.0 1.0 1.7
S 1.119 2.193 0.492 1.1 1.6 0.3
Cl 1.214 3.463 -1.104 -0.2 -0.9 0.5
H -0.461 -0.927 0.690 0.8 -0.1 0.8
H -0.812 0.478 1.629 1.0 -1.0 -1.1
H 0.794 -0.005 1.680 -0.7 -1.5 -0.5
H -0.607 1.410 -1.732 -0.2 -1.0 2.2
H 0.563 -1.449 -1.402 1.3 0.6 -0.2
```
Forces are in eV/Å.

Values from the calculation:
LUMO	-0.190	hartree
total charge	+1
energy relative to the best compared isomer or geometry (same formula, charge and spin)	1.891	eV
DFT total energy	-38839.273	eV

=====

ORCA calculation (wB97M-V/def2-TZVPD) on a cluster of 2 separate species, CH5FN2OS in total.

XYZ file:
```
11
Properties=species:S:1:pos:R:3:forces:R:3
C -1.207 0.144 -0.246 0.0 -0.1 -0.1
H 1.987 1.623 0.039 0.3 0.0 0.0
H -0.950 -1.295 1.215 0.0 0.1 -0.1
H -2.330 -0.278 1.359 0.1 0.0 0.0
H 0.083 0.218 -1.801 -0.1 -0.1 0.1
H 1.908 -0.554 0.315 -0.1 -0.2 -0.1
N -1.409 -0.429 0.980 -0.1 0.0 -0.1
N -0.052 -0.254 -0.918 0.1 0.3 0.0
O -1.943 0.977 -0.740 0.2 -0.1 0.1
F 2.808 1.214 0.202 -0.2 0.4 0.0
S 1.107 -1.365 -0.406 -0.1 -0.3 0.1
```
Forces are in eV/Å.

Values from the calculation:
LUMO	0.019	hartree
structure (SMILES)	NC(=O)NS.F
DFT total energy	-19699.047	eV